Entry 1:
The following is a DFT calculation (wB97M-V/def2-TZVPD) of an isolated molecule of C4H4N2S2.

Last column: Mulliken charge in e.
CARTESIAN COORDINATES (ANGSTROEM)
S: 1.28214 -1.61507 -0.11315  -0.12
S: 4.17124 -0.33960 0.06880  -0.15
N: 0.30407 0.89110 -0.08551  -0.43
N: -1.24646 -0.96614 0.20941  -0.40
C: 2.48563 -0.24295 0.08424  0.11
C: -2.48462 -0.17256 0.04121  -0.71
C: -0.03933 -0.46000 -0.10924  0.55
C: 1.62308 0.90006 -0.10050  -0.12
H: 2.26595 1.72957 -0.03814  0.41
H: -3.41090 -0.76783 -0.04710  0.28
H: -2.59191 0.47718 0.86862  0.31
H: -2.35889 0.56624 -0.77863  0.28

Results
Electronic energy, Eh: -1060.6248
E_LUMO, eV: -2.37
Charge: 0
E_HOMO, eV: -9.13



Entry 2:
The following is a DFT calculation (wB97M-V/def2-TZVPD) of the ion C4H4N3 with charge +1.

Last column: Mulliken charge in e.
CARTESIAN COORDINATES (ANGSTROEM)
N: -0.14515 -1.07575 0.04006  -0.08
N: -1.07458 -0.70630 -2.14637  0.70
N: -1.52469 -0.65645 -3.18493  -0.55
C: 0.41934 -0.50252 1.10059  0.13
C: 0.40188 1.82817 0.29341  -0.32
C: -0.54967 -0.47948 -1.04869  -0.11
C: 0.65568 0.90451 1.15515  -0.26
H: -0.24690 -2.09545 0.11096  0.29
H: 0.67905 -1.13112 1.93403  0.41
H: 0.24801 2.66761 -0.33227  0.43
H: 1.13705 1.24677 2.07806  0.37

Results
Electronic energy, Eh: -318.5595
E_LUMO (spin up / spin down), eV: -6.78 / -6.78
Charge: +1
E_HOMO (spin up / spin down), eV: -12.81 / -12.81



Entry 3:
The following is a DFT calculation (wB97M-V/def2-TZVPD) of the ion C4H4N3 with charge +1.

Last column: Mulliken charge in e.
CARTESIAN COORDINATES (ANGSTROEM)
N: 1.88952 0.57480 -0.31733  -0.18
N: 1.90125 1.61408 -1.01197  -0.12
N: 0.72305 1.98597 -1.36658  0.08
C: 0.12997 -0.94815 0.59480  0.01
C: -1.17894 -1.24567 1.08788  -0.59
C: 0.52559 0.19322 -0.22436  0.53
C: -0.21870 1.17687 -0.99037  -0.10
H: -1.98600 -0.49301 1.26506  0.30
H: -1.47389 -2.21054 1.36611  0.31
H: 0.95055 -1.79061 0.86487  0.34
H: -1.26237 1.14304 -1.26811  0.42

Results
Electronic energy, Eh: -318.5778
E_LUMO (spin up / spin down), eV: -9.05 / -8.64
Charge: +1
E_HOMO (spin up / spin down), eV: -15.25 / -16.60



Entry 4:
The following is a DFT calculation (wB97M-V/def2-TZVPD) of an isolated molecule of C4H4N4.

Last column: Mulliken charge in e.
CARTESIAN COORDINATES (ANGSTROEM)
N: 2.09112 -0.01734 0.11171  -0.49
N: -0.03039 -0.67794 -0.06172  0.51
N: -1.30357 -1.14180 0.17611  -0.61
N: -2.14864 -0.06176 -0.04822  -0.21
C: 1.34142 -1.10632 -0.04472  0.03
C: -0.02957 0.57331 -0.16509  0.22
C: -1.34319 1.00578 0.03758  -0.35
C: 1.17767 1.20357 0.06042  -0.21
H: -1.86464 2.08568 -0.17920  0.27
H: 1.72505 -2.18121 -0.50791  0.30
H: 1.39853 1.55170 0.97046  0.32
H: 1.60351 1.77772 -0.85764  0.22

Results
Electronic energy, Eh: -373.6850
E_LUMO, eV: -0.01
Charge: 0
E_HOMO, eV: -9.40



Entry 5:
The following is a DFT calculation (wB97M-V/def2-TZVPD) of an isolated molecule of C4H4N4.

Last column: Mulliken charge in e.
CARTESIAN COORDINATES (ANGSTROEM)
N: -1.63045 -0.31554 1.59054  -0.63
N: 1.61278 0.56330 -0.38331  -0.45
N: -1.35051 0.37708 -0.65693  -0.23
N: -0.57735 1.25038 -1.10315  -0.13
C: -0.95807 -0.35521 0.52996  0.48
C: 1.30840 -0.77511 -0.23609  -0.08
C: 0.14579 -1.27579 0.21805  -0.33
C: 0.72117 1.45999 -0.63980  -0.04
H: -2.40684 0.36243 1.45588  0.28
H: 1.02377 2.48738 -0.73924  0.38
H: 2.11640 -1.45863 -0.44517  0.39
H: -0.00510 -2.32027 0.40927  0.37

Results
Electronic energy, Eh: -373.7466
E_LUMO, eV: -0.72
Charge: 0
E_HOMO, eV: -9.47



Entry 6:
The following is a DFT calculation (wB97M-V/def2-TZVPD) of an isolated molecule of C4H4N4.

Last column: Mulliken charge in e.
CARTESIAN COORDINATES (ANGSTROEM)
N: -0.98406 -1.71761 0.01981  -0.47
N: -1.22546 0.58916 -0.15780  -0.25
N: 0.40090 -1.63816 -0.04211  -0.30
N: 3.45415 -0.52015 -0.08836  -0.42
C: 0.27209 0.96249 0.11544  -0.33
C: -1.70147 -0.68002 -0.03184  0.00
C: 2.32600 -0.34998 -0.04145  0.18
C: 0.87989 -0.42213 0.17137  0.42
H: 0.46245 1.61294 1.04980  0.25
H: -1.89878 1.41987 -0.30685  0.25
H: 0.79838 1.56069 -0.82846  0.28
H: -2.78409 -0.81712 0.14044  0.38

Results
Electronic energy, Eh: -373.7383
E_LUMO, eV: -0.39
Charge: 0
E_HOMO, eV: -9.32



Among the records above, which one has the lowest electronic energy?
C4H4N2S2